(1)
ORCA calculation (ωB97M-V/def2-TZVPD) on 7 unconnected molecules or ions with the total composition H14O7 at a distorted geometry.

Properties
Relative energy (zero: lowest compared OMol25 entry of this formula, charge and spin)   38.8 kJ/mol
HOMO (spin up / spin down)   0.0127 / -0.2689 Eh
Calculated total energy   -535.05514 hartree
F_max   1.5 eV/A
⟨S²⟩   0.750

```
! wB97M-V def2-TZVPD RIJCOSX def2/J DEFGRID3
* xyz -1 2
O 2.2854 -1.6029 -0.3064
H 1.5574 -1.1285 0.0951
H 2.8809 -1.7878 0.4198
O 1.2157 0.3612 -3.5997
H 0.3657 0.4623 -3.1713
H 1.0312 0.4844 -4.5309
O 0.2711 0.4392 0.4393
H -0.1555 0.8710 -0.3008
H 0.1289 1.0319 1.1774
O -0.0338 2.0547 2.5499
H -0.9636 2.2522 2.6626
H 0.3992 2.9074 2.5896
O -1.2337 -1.8545 0.9500
H -1.0818 -2.7205 0.5716
H -0.5762 -1.2940 0.5381
O -0.0491 -0.9973 3.1787
H -0.5938 -1.3443 2.4723
H 0.0361 -0.0648 2.9802
O -1.4649 0.7868 -2.9174
H -1.7947 -0.0098 -3.3333
H -2.2245 1.1534 -2.4649
*
```

Atom charges from the Mulliken analysis, given in e for atoms 1 to 5:
1. O -0.773
2. H 0.330
3. H 0.313
4. O -0.857
5. H 0.433

=====

(2)
ORCA calculation (ωB97M-V/def2-TZVPD) on 7 unconnected molecules or ions with the total composition H14O7 at a distorted geometry.

Properties
Relative energy (zero: lowest compared OMol25 entry of this formula, charge and spin)   308.9 kJ/mol
HOMO   -0.3537 Eh
Calculated total energy   -535.00620 hartree
SMILES string   O.O.O.O.O.O.O
F_max   2.4 eV/A

```
! wB97M-V def2-TZVPD RIJCOSX def2/J DEFGRID3
* xyz 0 1
O -0.9390 -0.9033 -0.2151
H -0.2524 -0.8402 -0.8887
H -1.7004 -0.4682 -0.6148
O -4.6654 -1.4412 0.0687
H -4.7452 -1.6504 -0.8688
H -4.3114 -0.5449 0.0797
O -0.2551 2.4890 -1.1737
H -0.9026 3.1214 -0.8423
H -0.1259 2.7460 -2.0936
O 0.3540 -0.6218 1.8063
H 0.0439 -0.3387 2.6739
H 1.2732 -0.8703 1.9553
O 4.4271 1.0041 0.8948
H 3.4715 0.9026 0.8198
H 4.6615 0.4614 1.6560
O 3.7919 -2.1334 -1.1892
H 3.8678 -1.4891 -1.9020
H 3.3314 -2.8773 -1.5936
O -2.3635 0.7878 0.3419
H -2.0456 1.2025 1.1519
H -2.9159 1.4639 -0.0665
*
```

Atom charges from the Mulliken analysis, given in e for atoms 1 to 5:
1. O -0.570
2. H 0.256
3. H 0.327
4. O -0.616
5. H 0.310

=====

The highest calculated total energy belongs to which entry?
number 2